DFT (ωB97M-V with the def2-TZVPD basis set) results for 12 unconnected molecules or ions with the total composition C34H66Cl8N8O10.

The value obtained for the gap between HOMO and LUMO is 1.116 eV. As for the total charge: -2. For the total energy, the calculation gives -168890.845 eV.

Geometry (Å):
C: 2.34618 -0.60481 -0.60956
C: 0.96987 -1.26475 -0.35936
N: 0.00534 -0.38259 0.38085
C: 0.23832 0.20015 1.61543
C: -0.91621 0.95733 1.94100
N: -1.77499 0.87938 0.80505
C: -1.22406 0.00379 -0.09491
C: -3.02816 1.59577 0.68019
H: 2.33768 0.41089 -1.00502
H: 2.87523 -1.21583 -1.34091
H: 2.90951 -0.52025 0.31975
H: 1.07108 -2.23170 0.13347
H: 0.50420 -1.51759 -1.31190
H: 1.18049 -0.06260 2.07334
H: -1.20026 1.52214 2.81661
H: -1.70094 -0.12650 -1.05513
H: -3.78617 0.81251 0.67776
H: -3.05755 2.18066 -0.23913
H: -3.22631 2.24802 1.53072
C: 0.87921 -9.24091 -0.00738
C: -0.01758 -8.51241 -1.02878
N: -0.93694 -7.59840 -0.33392
C: -0.97800 -7.27615 1.02363
C: -2.04964 -6.41452 1.18778
N: -2.66890 -6.27785 -0.00713
C: -2.06264 -7.03058 -0.89752
C: -3.85300 -5.41101 -0.28511
H: 1.60548 -8.56945 0.45064
H: 1.65863 -9.81722 -0.50586
H: 0.37111 -9.85674 0.73470
H: -0.61708 -9.21343 -1.60954
H: 0.53272 -8.05765 -1.85246
H: -0.22811 -7.54176 1.75405
H: -2.43745 -5.92401 2.06835
H: -2.15501 -6.84355 -1.95719
H: -3.67908 -4.79517 -1.16749
H: -4.04554 -4.77492 0.57884
H: -4.72050 -6.07085 -0.29771
C: -4.75182 -1.51894 6.97108
O: -4.37941 -2.60911 7.41644
O: -4.48511 -0.42053 7.48427
O: -5.45447 -1.61577 5.94160
C: -3.89040 -1.78759 -6.30192
O: -3.07179 -2.49403 -5.72522
O: -3.99959 -1.78142 -7.51015
O: -4.64604 -0.97989 -5.73945
Cl: 3.30469 -3.45995 -10.91361
C: 2.56742 -3.35519 -9.29560
C: 2.42925 -1.89819 -8.87997
Cl: 3.83149 -0.90488 -9.10778
H: 3.14154 -3.84767 -8.51078
H: 1.55769 -3.76305 -9.34245
H: 2.24775 -1.80114 -7.80958
H: 1.57233 -1.45961 -9.39127
Cl: -12.19269 1.21694 3.81998
C: -10.83711 0.11021 3.73133
C: -11.24413 -1.35585 3.96220
Cl: -12.44564 -1.90678 2.78275
H: -10.14031 0.51593 4.46478
H: -10.44066 0.24259 2.72465
H: -11.76892 -1.43144 4.91456
H: -10.40560 -2.04763 4.04207
Cl: 8.11668 -9.34782 1.69716
C: 8.91426 -7.81235 1.52755
C: 8.07899 -6.61327 1.00620
Cl: 7.67139 -6.98648 -0.67189
H: 9.91411 -7.85095 1.09521
H: 9.12345 -7.62615 2.58096
H: 8.60341 -5.66347 1.11087
H: 7.16553 -6.52402 1.59419
Cl: 0.29713 4.48265 -4.10070
C: -0.79434 3.55092 -5.18215
C: -0.51400 4.04146 -6.58556
Cl: -1.01827 5.71110 -6.81435
H: -1.79322 3.81310 -4.83345
H: -0.61448 2.47851 -5.10679
H: -0.96953 3.38433 -7.32636
H: 0.51352 3.81049 -6.86655
C: 8.86065 3.22857 1.12502
O: 9.09788 2.02029 1.16248
N: 8.94282 3.92733 0.00928
C: 8.70838 5.40828 -0.06939
C: 9.29623 3.21807 -1.26420
H: 8.67068 3.95020 1.93456
H: 7.73006 5.60768 -0.50668
H: 9.43093 6.01744 -0.61249
H: 8.83416 5.91955 0.88502
H: 10.36766 3.02865 -1.32937
H: 8.93323 2.19525 -1.36503
H: 9.06127 3.80228 -2.15391
C: 2.72152 -2.84414 6.64228
O: 3.14856 -3.61362 5.76999
N: 3.54695 -2.04175 7.34195
C: 3.04944 -1.06376 8.32764
C: 5.02646 -1.98521 7.13035
H: 1.66235 -2.68977 6.90021
H: 3.22913 -0.03049 8.03072
H: 3.60135 -1.35073 9.22271
H: 1.97761 -1.01695 8.52027
H: 5.50123 -2.05155 8.10927
H: 5.48693 -2.80443 6.57812
H: 5.43258 -1.14021 6.57435
C: -8.71094 6.40047 -5.64762
O: -8.35562 5.26660 -6.08275
N: -9.09287 6.77229 -4.41127
C: -9.31966 8.18813 -4.16457
C: -9.37403 5.80684 -3.32380
H: -8.57746 7.27880 -6.29795
H: -10.27628 8.34729 -3.66692
H: -9.23172 8.91270 -4.97411
H: -8.73864 8.63571 -3.35822
H: -9.06605 4.77991 -3.52040
H: -8.86380 6.11564 -2.41143
H: -10.42325 5.76727 -3.03110
C: 3.50958 6.87237 3.84119
O: 3.15547 5.79239 4.35458
N: 2.64304 7.73919 3.23642
C: 3.01839 8.62602 2.13327
C: 1.15330 7.76495 3.32174
H: 4.55877 7.20591 3.82870
H: 2.37222 9.49905 2.04164
H: 2.80151 8.10161 1.20265
H: 4.02278 9.04046 2.22005
H: 0.64910 7.43523 2.41335
H: 0.78352 7.07529 4.08051
H: 0.73088 8.73191 3.59499

Forces on atoms 1 to 6 (eV/Å):
-0.422 -0.073 0.410
-0.253 0.883 -0.379
-0.637 0.229 -1.017
-2.380 0.525 -0.232
1.380 -1.318 -2.152
2.699 -0.752 1.492

Results of the Löwdin charge analysis, in e, for atoms 1 through 99: C -0.081; C -0.175; N -0.073; C -0.014; C 0.023; N -0.117; C -0.011; C -0.013; H 0.075; H 0.071; H 0.063; H 0.097; H 0.108; H 0.119; H 0.123; H 0.146; H 0.101; H 0.097; H 0.099; C -0.106; C -0.197; N -0.052; C -0.042; C -0.061; N -0.114; C -0.099; C 0.006; H 0.071; H 0.071; H 0.079; H 0.105; H 0.120; H 0.120; H 0.136; H 0.158; H 0.105; H 0.092; H 0.092; C -1.171; O -0.100; O -0.121; O -0.122; C -1.218; O -0.113; O -0.069; O -0.100; Cl 0.515; C -0.642; C -0.718; Cl 0.542; H 0.074; H 0.080; H 0.070; H 0.078; Cl 0.525; C -0.670; C -0.654; Cl 0.519; H 0.074; H 0.063; H 0.057; H 0.083; Cl 0.563; C -0.737; C -0.644; Cl 0.531; H 0.073; H 0.050; H 0.076; H 0.068; Cl 0.478; C -0.625; C -0.718; Cl 0.547; H 0.067; H 0.085; H 0.081; H 0.071; C -0.373; O -0.006; N -0.161; C -0.051; C -0.035; H 0.131; H 0.083; H 0.078; H 0.075; H 0.082; H 0.083; H 0.080; C -0.332; O -0.041; N -0.179; C -0.059; C -0.046; H 0.141; H 0.083; H 0.080; H 0.091

=====

DFT (ωB97M-V with the def2-TZVPD basis set) results for a molecular structure, C28H25BrN4O3PdS2.

The value obtained for the gap between HOMO and LUMO is 7.287 eV. The calculation puts the relative energy (zero: lowest compared OMol25 entry of this formula, charge and spin) at 56.7 kJ/mol. For the total energy, the calculation gives -136737.980 eV.

Geometry (Å):
Pd: -0.37577 0.23940 0.03732
N: -1.68517 2.43174 3.44403
C: -1.07733 1.90451 2.36718
S: -2.05672 0.88557 1.33858
N: 0.18476 2.21724 2.17175
N: 0.67004 1.58576 1.06428
C: 1.85018 1.85212 0.61690
C: 2.77879 2.82441 1.23066
C: 4.06922 2.40886 1.54965
C: 4.97041 3.29422 2.12161
C: 4.58869 4.60533 2.36701
C: 3.30503 5.02437 2.04390
C: 2.39870 4.13856 1.48350
C: 2.21404 1.15093 -0.64360
C: 3.26026 1.54280 -1.46236
C: 3.45250 0.87809 -2.66427
C: 2.60265 -0.15395 -3.02244
C: 1.57535 -0.49041 -2.15707
N: 1.40406 0.13168 -0.99556
H: -2.65802 2.26007 3.61166
H: -1.18508 3.08637 4.01834
H: 4.36416 1.38388 1.35630
H: 5.96713 2.95782 2.37562
H: 5.29013 5.30049 2.80973
H: 3.00564 6.04710 2.23243
H: 1.39547 4.46008 1.24086
H: 3.89063 2.36984 -1.17059
H: 4.25754 1.17865 -3.32198
H: 2.71098 -0.68083 -3.95940
H: 0.85805 -1.26893 -2.38374
C: -0.35419 -5.22612 -2.32835
C: 0.16012 -4.32255 -1.24206
C: -0.71536 -3.67580 -0.37681
C: -0.24670 -2.83560 0.62494
C: 1.11643 -2.62724 0.74761
C: 2.01155 -3.25126 -0.10934
C: 1.52982 -4.10278 -1.08970
S: 1.69081 -1.48511 2.00231
C: 2.37192 -2.71008 3.12557
O: 0.48467 -0.94839 2.67090
H: -1.28380 -5.71104 -2.03236
H: 0.37094 -6.00108 -2.57566
H: -0.55711 -4.65954 -3.23984
H: -1.78335 -3.81911 -0.48960
H: -0.91683 -2.33492 1.31437
H: 3.07691 -3.06151 -0.03151
H: 2.22648 -4.59250 -1.76045
H: 1.57651 -3.39660 3.41219
H: 2.74427 -2.17326 3.99632
H: 3.18723 -3.24201 2.63575
Br: -5.78359 2.42802 -6.53072
C: -4.49533 2.03425 -5.19634
C: -3.57004 3.00249 -4.84315
C: -2.63349 2.70753 -3.86480
C: -2.62300 1.46322 -3.24823
C: -3.56205 0.50689 -3.61704
C: -4.50356 0.78552 -4.59559
C: -1.60256 1.17782 -2.17985
O: -1.69556 -0.00216 -1.63727
O: -0.75743 2.02633 -1.88201
H: -3.58719 3.96920 -5.32690
H: -1.89358 3.43535 -3.55957
H: -3.54486 -0.45468 -3.12358
H: -5.23758 0.04797 -4.88895

Forces on atoms 1 to 6 (eV/Å):
-0.262 0.723 -0.635
0.050 0.098 0.027
0.047 -0.148 -0.068
-0.400 0.129 0.403
-0.043 -0.141 -0.289
0.326 -0.292 0.836

Want to see where the charge sits? The Löwdin charges in e are: Pd 0.776; N 0.087; C -0.807; S 0.662; N 0.033; N -0.091; C -0.176; C -0.183; C -0.041; C -0.078; C -0.086; C -0.073; C -0.023; C -0.191; C 0.012; C -0.037; C -0.035; C -0.096; N -0.006; H 0.084; H 0.103; H 0.118; H 0.103; H 0.102; H 0.104; H 0.116; H 0.120; H 0.113; H 0.110; H 0.122; C -0.048; C -0.273; C -0.024; C -0.086; C -0.425; C -0.098; C -0.049; S 0.870; C -0.235; O -0.541; H 0.079; H 0.077; H 0.085; H 0.121; H 0.098; H 0.113; H 0.114; H 0.066; H 0.052; H 0.052; Br 0.716; C -0.696; C -0.123; C -0.014; C -0.134; C -0.016; C -0.124; C -0.623; O -0.186; O -0.014; H 0.098; H 0.117; H 0.113; H 0.097

=====

DFT (ωB97M-V with the def2-TZVPD basis set) results for a gas-phase ion, C5H13N2 (charge +1).

As for the SMILES: C=C(N)C[C@H](C)[NH3+]. The value obtained for the gap between HOMO and LUMO is 9.089 eV. As for the total charge: +1. The calculation puts the relative energy (zero: lowest compared OMol25 entry of this formula, charge and spin) at 356.9 kJ/mol. For the total energy, the calculation gives -8367.112 eV.

Geometry (Å):
C: -0.14434 0.09409 -2.30912
C: -1.10088 -0.19632 -1.00257
C: -0.43621 -0.97067 0.15615
C: 0.70273 -0.24997 0.93776
C: 1.65663 0.47560 0.41796
N: 0.76758 -0.69724 2.33302
N: -1.30026 1.28721 -0.35638
H: 0.56862 0.97116 -2.03636
H: 0.24983 -0.90267 -2.71522
H: -0.72023 0.59693 -3.08642
H: -2.08378 -0.46394 -1.30654
H: 0.26165 -1.86496 -0.21197
H: -1.18173 -1.31374 0.88188
H: 2.18266 0.53927 -0.64925
H: 2.23434 0.78208 1.19657
H: 1.64569 -0.67239 2.96635
H: 0.31198 -1.63013 2.56826
H: -0.88947 1.95297 -1.01138
H: -2.24897 1.59093 -0.13086
H: -0.66941 1.36831 0.49741

Forces on atoms 1 to 6 (eV/Å):
-0.531 0.302 1.514
2.895 2.548 -0.169
2.281 -1.682 -0.345
-1.386 -3.059 1.546
1.527 0.521 -3.565
-0.050 -1.022 0.675

Want to see where the charge sits? The Löwdin charges in e are: C -0.032; C -0.196; C -0.120; C -0.442; C 0.010; N 0.043; N 0.189; H 0.084; H 0.117; H 0.066; H 0.122; H 0.181; H 0.113; H 0.136; H 0.029; H 0.139; H 0.111; H 0.137; H 0.162; H 0.151

=====

DFT (ωB97M-V with the def2-TZVPD basis set) results for a molecular structure, C29H48AsCl5FN6O4PdSSi3.

The value obtained for the gap between HOMO and LUMO is 7.653 eV. As for the total charge: +1. The calculation puts the relative energy (zero: lowest compared OMol25 entry of this formula, charge and spin) at 14.5 kJ/mol. For the total energy, the calculation gives -212100.570 eV.

Geometry (Å):
Pd: 0.64492 0.73024 -0.66520
Cl: 2.83718 1.18159 -2.92368
C: 3.48808 0.72040 -1.37156
C: 2.60461 0.44025 -0.33266
C: 3.18113 0.18652 0.90537
Cl: 2.14932 -0.10164 2.26902
C: 4.56173 0.17139 1.10693
Cl: 5.21706 -0.15847 2.65987
C: 5.41467 0.40463 0.03142
Cl: 7.11589 0.35015 0.24488
C: 4.87237 0.68731 -1.22212
Cl: 5.91186 0.99766 -2.55442
F: 0.80148 -1.73203 5.17843
C: -0.33407 -1.10579 4.85547
C: -0.36822 0.21418 4.66945
N: -1.52866 0.88747 4.35964
C: -1.45702 2.26549 3.91767
C: -1.03358 2.36706 2.45342
O: -0.98395 3.54629 1.95888
O: -0.83191 1.33180 1.80969
C: -2.70657 0.20698 4.11537
O: -3.71827 0.74842 3.72381
N: -2.64255 -1.15081 4.36274
C: -1.53472 -1.92160 4.71414
O: -1.60704 -3.11760 4.85805
H: 0.52555 0.81438 4.77303
H: -0.78267 2.83218 4.55945
H: -2.44976 2.70017 4.00757
H: -3.50951 -1.65308 4.23206
N: 1.75956 5.58487 0.20629
C: 0.62744 5.23132 -0.72418
C: 0.82428 3.81268 -1.22924
N: 0.90182 2.85612 -0.12442
C: 2.00596 3.19723 0.78118
C: 1.85878 4.59976 1.34556
H: 1.62969 6.52709 0.57338
H: 2.63718 5.58710 -0.31744
H: 0.61754 5.96185 -1.53107
H: -0.28498 5.31590 -0.13353
H: 1.73349 3.73351 -1.83250
H: -0.01446 3.54464 -1.87184
H: 0.05259 2.93162 0.45212
H: 2.95613 3.08426 0.25031
H: 2.00527 2.49541 1.61378
H: 2.71181 4.88887 1.95708
H: 0.92986 4.68505 1.91065
C: 1.32395 -4.95216 -0.48308
Si: 1.52071 -3.27191 0.31376
C: 3.36687 -2.96102 0.34981
C: 0.73769 -3.21924 2.01254
As: 0.36953 -1.65645 -1.03739
Si: -1.92334 -2.29683 -0.72481
C: -2.94562 -1.97948 -2.25907
C: -2.54218 -1.35754 0.76084
C: -2.08465 -4.13251 -0.40311
Si: 0.88129 -2.23439 -3.28377
C: 0.10195 -3.87513 -3.72880
C: 0.17519 -0.88890 -4.36443
C: 2.73711 -2.40514 -3.41766
H: 1.68919 -5.68996 0.23864
H: 1.95397 -5.03123 -1.37134
H: 0.30569 -5.22374 -0.74909
H: 3.85734 -3.93829 0.37475
H: 3.68072 -2.41513 1.23749
H: 3.72852 -2.43199 -0.53412
H: 1.49585 -3.36134 2.78561
H: -0.00850 -4.00412 2.14208
H: 0.25733 -2.25788 2.19816
H: -2.88719 -0.94728 -2.58900
H: -3.98524 -2.21731 -2.00959
H: -2.65691 -2.62491 -3.08932
H: -2.32741 -0.29036 0.71650
H: -2.06757 -1.74385 1.66611
H: -3.62223 -1.50284 0.86144
H: -1.80183 -4.73657 -1.26620
H: -3.14498 -4.32085 -0.20654
H: -1.52596 -4.47752 0.46507
H: -0.97090 -3.90617 -3.53928
H: 0.56678 -4.70260 -3.19425
H: 0.25164 -4.04728 -4.79895
H: -0.91572 -0.89595 -4.31531
H: 0.46981 -1.04921 -5.40486
H: 0.51884 0.09902 -4.05817
H: 3.06659 -3.31451 -2.90915
H: 3.27856 -1.56165 -2.98988
H: 3.02663 -2.49072 -4.46843
C: -4.47067 1.29772 -2.87504
N: -4.03948 1.93500 -1.64070
C: -4.89264 2.60344 -0.77950
C: -4.14501 3.06094 0.24192
N: -2.84815 2.67079 -0.01037
C: -2.77893 1.96498 -1.14812
S: -1.42061 1.25808 -1.92673
H: -5.20053 1.93857 -3.36448
H: -4.91674 0.32735 -2.66668
H: -3.61122 1.17001 -3.52616
H: -5.94537 2.69059 -0.97949
H: -4.41118 3.61721 1.12209
H: -2.06032 2.89943 0.60320

Forces on atoms 1 to 6 (eV/Å):
-0.001 -0.026 -0.064
0.040 0.044 0.063
-0.046 -0.003 -0.082
-0.128 0.052 0.061
0.046 -0.015 0.057
-0.095 0.000 -0.064

Want to see where the charge sits? The Löwdin charges in e are: Pd 0.431; Cl 0.697; C -0.701; C -0.387; C -0.730; Cl 0.755; C -0.725; Cl 0.714; C -0.712; Cl 0.710; C -0.716; Cl 0.703; F 0.087; C -0.206; C 0.022; N -0.001; C -0.037; C -0.640; O -0.104; O -0.034; C -0.474; O 0.085; N 0.222; C -0.408; O 0.110; H 0.142; H 0.137; H 0.133; H 0.171; N 0.068; C -0.079; C -0.199; N -0.124; C -0.171; C -0.080; H 0.183; H 0.183; H 0.139; H 0.138; H 0.110; H 0.075; H 0.057; H 0.130; H 0.097; H 0.141; H 0.117; C -0.207; Si 0.333; C -0.191; C -0.224; As 0.856; Si 0.311; C -0.214; C -0.200; C -0.203; Si 0.295; C -0.195; C -0.230; C -0.205; H 0.049; H 0.024; H 0.005; H 0.047; H 0.007; H 0.024; H 0.044; H 0.035; H -0.014; H -0.041; H 0.044; H 0.021; H -0.003; H 0.019; H 0.049; H 0.026; H 0.046; H 0.016; H 0.009; H 0.018; H 0.045; H 0.017; H 0.042; H -0.027; H 0.027; H -0.009; H 0.045; C -0.021; N -0.112; C -0.035; C -0.038; N 0.100; C -0.672; S 0.653; H 0.099; H 0.093; H 0.064; H 0.129; H 0.129; H 0.089

=====

> gap between HOMO and LUMO of number 1 (C34H66Cl8N8O10)?

1.116 eV